{
  "formula": "C12H16N2S",
  "method": "ωB97M-V with the def2-TZVPD basis set",
  "relative_energy_kcal_mol": 2.49,
  "molar_mass_g_mol": 220.3,
  "smiles": "CC(C)CCSc1nc2ccccc2[nH]1",
  "homo_lumo_gap_ev": 8.60,
  "largest_force_ha_per_bohr": 0.016,
  "lumo_energy_ev": 0.621,
  "species": ["H", "S", "H", "C", "N", "H", "H", "C", "C", "N", "C", "H", "C", "H", "H", "C", "C", "H", "C", "H", "H", "C", "H", "H", "C", "H", "H", "C", "H", "H", "C"],
  "xyz": [[4.54, 0.47, 0.34], [1.02, -2.24, 0.22], [1.73, 0.40, -0.82], [3.69, 0.97, -0.13], [-1.47, -1.56, -0.48], [-4.16, 2.78, 0.42], [2.09, -0.56, 1.57], [4.17, 1.67, -1.39], [-3.64, -0.35, -0.77], [-0.43, 0.06, 0.65], [-1.69, 0.53, 0.38], [0.29, 0.55, 1.16], [-2.33, -0.51, -0.33], [-4.14, -1.14, -1.31], [2.24, 2.48, 0.42], [2.65, -0.09, -0.50], [-0.37, -1.20, 0.11], [3.01, -0.68, -1.35], [2.35, -1.06, 0.64], [-5.29, 1.00, -0.81], [4.62, 0.96, -2.08], [3.12, 1.99, 0.85], [3.34, 2.16, -1.90], [2.84, 1.53, 1.80], [-3.63, 1.87, 0.22], [3.22, -1.70, 0.83], [3.86, 2.76, 1.06], [-2.33, 1.73, 0.66], [4.92, 2.43, -1.15], [-1.83, 2.52, 1.20], [-4.27, 0.84, -0.48]],
  "nbo_charge": [0.193, 0.295, 0.207, -0.214, -0.468, 0.212, 0.202, -0.598, -0.202, -0.580, 0.161, 0.418, 0.073, 0.224, 0.201, -0.417, 0.217, 0.217, -0.519, 0.212, 0.210, -0.611, 0.204, 0.199, -0.216, 0.236, 0.217, -0.266, 0.209, 0.212, -0.227]
}